(1)
The following is a quantum chemistry calculation of an isolated ion of composition C4H8NO and charge +1, from the Open Molecules 2025 dataset.

Geometry (Å):
C: 3.316 0.173 -0.026
C: -0.154 0.025 0.057
C: 1.097 -0.624 0.068
C: -2.737 0.393 0.013
N: -1.463 -0.400 0.017
O: 2.080 0.272 0.028
H: 3.900 1.181 0.153
H: 3.760 -0.829 -0.227
H: -0.202 1.169 -0.108
H: -1.723 -1.343 0.271
H: 1.054 -1.762 -0.005
H: -2.463 1.434 -0.446
H: -3.396 -0.236 -0.756
H: -3.070 0.547 0.961

**Orbital gap (alpha / beta)**: 7.636 / 7.634 eV
**Charge**: +1
**HOMO energy (alpha / beta)**: -0.4753 / -0.4753 Ha



(2)
The following is a quantum chemistry calculation of C4H8NO as an isolated structure, from the Open Molecules 2025 dataset.

Geometry (Å):
C: -2.236 0.199 0.119
C: -1.104 1.128 0.371
C: -1.217 -0.600 -0.692
C: 3.464 -0.859 -0.398
N: -0.216 0.385 -0.128
O: 2.499 -0.483 0.251
H: -3.150 0.519 -0.293
H: -0.909 2.028 0.981
H: -1.021 -1.633 -0.251
H: -1.356 -0.536 -1.778
H: 4.108 -1.560 0.076
H: 3.583 -0.485 -1.447
H: 0.744 0.616 -0.152
H: -2.487 -0.240 1.107

**Orbital gap**: 9.714 eV
**Charge**: +1
**HOMO energy**: -0.5174 Ha



Which structure wins on stability? (2) wins.



(1)
The following is a quantum chemistry calculation of an isolated ion of composition C4H8NO and charge +1, from the Open Molecules 2025 dataset.

Geometry (Å):
O: -2.031 0.049 -0.557
C: -0.908 0.122 0.235
C: 0.192 1.321 0.028
C: 1.408 0.538 -0.226
C: 1.306 -0.751 -0.357
N: -0.013 -1.128 0.132
H: -2.784 -0.287 -0.135
H: -1.193 0.297 1.297
H: 0.438 1.748 1.108
H: -0.113 2.073 -0.754
H: 2.211 1.095 -0.602
H: 1.926 -1.617 -0.603
H: -0.374 -1.815 -0.559
H: -0.064 -1.645 0.992

**Orbital gap**: 11.571 eV
**Charge**: +1
**HOMO energy**: -0.5553 Ha



(2)
The following is a quantum chemistry calculation of an isolated ion of composition C4H8NO and charge +1, from the Open Molecules 2025 dataset.

Geometry (Å):
C: 1.895 0.473 -0.417
C: 0.438 0.694 -0.150
N: -0.557 0.031 0.087
C: -0.514 -1.377 0.507
C: -1.862 0.556 0.042
O: -2.764 -0.029 -0.429
H: 2.363 -0.373 -0.018
H: 1.853 0.376 -1.575
H: 2.304 1.326 0.050
H: 0.203 1.720 -0.367
H: -0.066 -1.399 1.459
H: 0.131 -1.892 -0.111
H: -1.559 -1.681 0.516
H: -1.867 1.577 0.406

**Orbital gap**: 11.029 eV
**Charge**: +1
**HOMO energy**: -0.5983 Ha



(3)
The following is a quantum chemistry calculation of an isolated ion of composition C4H8NO and charge +1, from the Open Molecules 2025 dataset.

Geometry (Å):
C: 0.908 0.982 -1.369
C: 0.291 -0.926 0.384
C: -1.158 -0.945 0.943
C: 0.456 0.594 0.115
N: -1.674 0.329 0.888
O: -0.887 1.144 0.444
H: 1.752 0.485 -1.782
H: 0.053 0.931 -1.951
H: 1.038 -1.382 0.977
H: 0.454 -1.488 -0.463
H: -2.079 -1.503 0.475
H: -1.398 -1.482 1.885
H: 1.051 1.198 0.843
H: 1.192 2.062 -1.389

**Orbital gap**: 10.060 eV
**Charge**: +1
**HOMO energy**: -0.6154 Ha



(4)
The following is a quantum chemistry calculation of an isolated ion of composition C4H8NO and charge +1, from the Open Molecules 2025 dataset.

Geometry (Å):
C: 2.008 -2.078 -1.062
C: 1.307 -1.062 -0.807
C: 0.500 -0.046 -0.992
N: 0.093 0.740 0.213
C: -1.438 1.089 0.579
O: -1.423 1.276 1.952
H: 3.066 -2.028 -1.392
H: 1.620 -2.956 -0.605
H: -0.102 0.084 -1.902
H: 0.565 1.631 0.151
H: 0.487 0.229 0.995
H: -1.787 2.054 0.151
H: -2.067 0.308 0.333
H: -1.408 0.392 2.417

**Orbital gap**: 11.031 eV
**Charge**: +1
**HOMO energy**: -0.5419 Ha



Which structure wins on stability? (1) wins.



(1)
The following is a quantum chemistry calculation of an isolated ion of composition C3H12NP2 and charge +1, from the Open Molecules 2025 dataset.

Geometry (Å):
C: 0.042 -1.080 0.877
N: 0.441 -0.059 -0.032
C: 0.541 -0.799 -1.360
P: 1.989 0.932 0.059
C: -0.650 0.986 -0.271
P: -2.524 0.643 0.170
H: -0.240 -0.856 1.872
H: -0.786 -1.656 0.352
H: 0.826 -1.792 1.251
H: -0.475 -0.843 -1.680
H: 1.295 -0.253 -2.042
H: 1.111 -1.817 -1.265
H: 2.200 0.778 1.540
H: 2.729 -0.104 -0.249
H: -0.588 1.337 -1.324
H: -0.391 1.948 0.292
H: -2.600 0.677 1.588
H: -2.925 1.960 0.221

**Orbital gap**: 9.967 eV
**Charge**: +1
**HOMO energy**: -0.4966 Ha



(2)
The following is a quantum chemistry calculation of a 2-piece molecular cluster, C3H12NP2 overall, from the Open Molecules 2025 dataset.

Geometry (Å):
C: -0.564 1.598 -0.346
C: 0.951 1.560 -0.303
C: 1.406 -0.499 1.006
N: 1.427 0.141 -0.314
P: 2.036 -1.992 1.418
P: -2.607 -1.510 0.354
H: -0.905 2.627 -0.272
H: -0.933 1.191 -1.285
H: -1.008 1.037 0.474
H: 1.336 2.039 0.600
H: 1.367 2.075 -1.170
H: 0.875 0.083 1.745
H: 2.377 0.089 -0.701
H: 0.808 -0.380 -0.954
H: -3.713 -2.234 0.755
H: 2.557 -2.309 0.143
H: -3.278 -0.952 -0.727
H: -2.131 -2.563 -0.424

**Orbital gap**: 8.656 eV
**Charge**: +1
**HOMO energy**: -0.4858 Ha



Which structure wins on stability? (2) wins.



(1)
The following is a quantum chemistry calculation of a 2-piece molecular cluster, C2H8N2O2 overall, from the Open Molecules 2025 dataset.

Geometry (Å):
N: 0.000 0.000 0.000
C: 0.864 -1.131 0.534
C: -0.031 -2.369 0.840
N: -1.118 -2.063 1.603
O: 0.254 -3.495 0.479
H: -0.343 -0.114 -0.960
H: -0.808 0.297 0.558
H: 1.672 -1.403 -0.173
H: 1.339 -0.726 1.448
H: -1.180 -1.074 1.857
H: -1.903 -2.690 1.797
O: -1.959 0.857 2.083
H: -1.911 1.039 3.049
H: -2.791 1.294 1.790

**Orbital gap**: 8.781 eV
**HOMO energy**: -0.3155 Ha



(2)
The following is a quantum chemistry calculation of C2H8N2O2 as an isolated structure, from the Open Molecules 2025 dataset.

Geometry (Å):
C: 1.359 0.400 0.309
O: 2.127 -0.653 -0.258
H: 1.751 -1.488 0.043
H: 1.525 0.506 1.395
H: 1.714 1.328 -0.144
H: 0.051 -0.626 0.956
N: -1.162 1.369 -0.558
C: -0.456 0.204 -0.366
O: -1.238 -1.912 -0.010
N: -1.076 -0.605 0.617
H: -2.162 -2.093 0.204
H: -0.734 2.055 -1.162
H: -1.569 1.771 0.276
H: -0.130 -0.256 -1.303

**Orbital gap**: 9.263 eV
**HOMO energy**: -0.3045 Ha



(3)
The following is a quantum chemistry calculation of a 2-piece molecular cluster, C2H8N2O2 overall, from the Open Molecules 2025 dataset.

Geometry (Å):
N: -0.121 1.407 -0.558
C: 0.557 0.170 -0.971
N: 0.420 -0.842 0.036
C: 1.407 -1.148 0.897
O: 2.499 -0.614 0.895
H: -0.494 1.954 -1.313
H: 0.439 1.967 0.070
H: 1.610 0.326 -1.157
H: 0.048 -0.138 -1.881
H: -0.551 -1.058 0.240
H: 1.185 -1.934 1.634
O: -2.430 -0.378 0.511
H: -1.930 0.396 0.187
H: -2.640 -0.107 1.411

**Orbital gap**: 10.535 eV
**HOMO energy**: -0.3588 Ha



(4)
The following is a quantum chemistry calculation of a 2-piece molecular cluster, C2H8N2O2 overall, from the Open Molecules 2025 dataset.

Geometry (Å):
C: 1.568 1.287 1.156
N: 0.927 0.974 -0.132
H: 1.289 0.504 1.862
H: 2.646 1.346 1.069
H: 1.170 2.229 1.526
H: 1.162 0.032 -0.518
H: 1.107 1.673 -0.833
H: -0.171 0.724 -0.030
N: -2.196 -1.861 -0.949
C: -1.110 -1.065 -0.656
O: -1.375 0.098 -0.207
O: 0.028 -1.543 -0.827
H: -1.988 -2.841 -0.916
H: -3.058 -1.556 -0.545

**Orbital gap**: 9.915 eV
**HOMO energy**: -0.3414 Ha



Which structure wins on stability? (4) wins.



(1)
The following is a quantum chemistry calculation of a 3-piece molecular cluster, C2H8N2O2 overall, from the Open Molecules 2025 dataset.

Geometry (Å):
C: 0.136 -0.405 0.026
C: 1.675 1.002 0.094
N: -0.545 0.738 0.023
N: -2.380 -0.004 0.120
O: 0.216 -1.105 -1.118
O: 0.237 -1.183 1.115
H: 0.340 -0.512 -1.871
H: 0.210 -2.119 0.869
H: -0.729 1.063 0.965
H: -2.636 0.095 -0.863
H: -2.387 -1.015 0.286
H: 1.502 2.015 0.436
H: 2.105 0.992 -0.900
H: 2.255 0.438 0.816

**Orbital gap (alpha / beta)**: 8.167 / 8.166 eV
**HOMO energy (alpha / beta)**: -0.2820 / -0.2819 Ha



(2)
The following is a quantum chemistry calculation of a 2-piece molecular cluster, C2H8N2O2 overall, from the Open Molecules 2025 dataset.

Geometry (Å):
C: 0.467 0.168 1.804
N: 0.912 0.890 0.626
C: 0.833 0.324 -0.618
N: 1.514 0.988 -1.633
O: 0.227 -0.710 -0.810
H: 0.841 -0.860 1.767
H: 0.910 0.654 2.668
H: -0.622 0.047 1.880
H: 1.027 1.886 0.709
H: 1.969 1.834 -1.317
H: 2.118 0.418 -2.200
O: -3.156 -1.462 0.387
H: -3.865 -1.007 -0.084
H: -2.391 -1.152 -0.122

**Orbital gap**: 10.392 eV
**HOMO energy**: -0.3568 Ha



(3)
The following is a quantum chemistry calculation of C2H8N2O2 as an isolated structure, from the Open Molecules 2025 dataset.

Geometry (Å):
C: 0.599 0.213 -0.475
C: -1.937 1.000 0.029
N: 0.557 -0.607 0.650
N: 0.666 -1.852 0.453
O: -1.211 -0.094 -0.453
O: 2.431 0.139 -0.133
H: 2.664 0.887 0.433
H: 0.641 -2.455 1.261
H: 0.822 -2.249 -0.471
H: 0.518 1.274 -0.320
H: 0.728 -0.177 -1.474
H: -1.707 1.230 1.082
H: -1.763 1.917 -0.557
H: -3.008 0.774 -0.025

**Orbital gap (alpha / beta)**: 8.247 / 8.246 eV
**HOMO energy (alpha / beta)**: -0.3151 / -0.3150 Ha



Which structure wins on stability? (2) wins.



(1)
The following is a quantum chemistry calculation of a 2-piece molecular cluster, C2H8N2O2 overall, from the Open Molecules 2025 dataset.

Geometry (Å):
N: 0.998 1.183 -1.440
C: 1.316 0.470 -0.203
N: 0.229 -0.452 0.183
C: 0.569 -1.699 0.649
O: 1.659 -2.208 0.542
H: 1.847 1.651 -1.732
H: 0.856 0.478 -2.158
H: 2.181 -0.179 -0.303
H: 1.315 1.175 0.629
H: -0.600 -0.060 0.602
H: -0.325 -2.247 0.997
O: -3.010 0.644 0.544
H: -3.879 0.814 0.212
H: -3.156 0.431 1.479

**Orbital gap**: 10.056 eV
**HOMO energy**: -0.3495 Ha



(2)
The following is a quantum chemistry calculation of C2H8N2O2 as an isolated structure, from the Open Molecules 2025 dataset.

Geometry (Å):
C: -0.440 -0.319 0.751
C: 0.194 0.921 -1.327
N: 1.766 1.112 0.211
N: -0.254 -1.626 0.203
O: 1.462 0.770 -1.101
O: -1.710 0.317 0.525
H: -2.366 -0.061 1.126
H: -0.297 -0.410 1.837
H: 2.674 0.662 0.344
H: 0.685 0.434 0.660
H: -0.422 -1.668 -0.792
H: -0.790 -2.350 0.669
H: -0.360 1.709 -0.837
H: -0.142 0.508 -2.269

**Orbital gap (alpha / beta)**: 8.610 / 8.610 eV
**HOMO energy (alpha / beta)**: -0.3084 / -0.3084 Ha



Which structure wins on stability? (1) wins.